Here is a 2-piece molecular cluster, CH4NO2SSi overall in a non-equilibrium geometry from the OMol25 dataset. Energies are from ωB97M-V/def2-TZVPD.

net charge	-1
LUMO energy	0.134	Eh
relative energy (zero: lowest compared OMol25 entry of this formula, charge and spin)	102.9	kJ/mol
gap between HOMO and LUMO	7.81	eV

Each line ends with the Mulliken charge.
Positions of all 10 atoms, in Å:
C1 -0.956 -1.104 -0.033  0.48
N1 0.352 2.349 1.252  -0.75
O1 -1.864 -0.470 0.453  -0.58
O2 -0.406 -2.248 0.246  -0.40
Si1 0.363 -1.398 -1.279  0.20
S1 0.306 -2.340 -3.053  -0.58
H1 -0.419 1.869 1.711  0.26
H2 -0.027 2.710 0.380  0.24
H3 1.630 -0.999 -0.668  -0.13
H4 1.021 1.631 0.991  0.25

Cartesian forces, eV/Å:
C -0.43 1.35 -0.76
N -0.08 0.10 0.05
O -0.12 -0.30 0.48
O 0.36 -0.36 -0.03
Si -0.37 -1.35 0.09
S 0.09 0.46 0.33
H 0.15 -0.03 -0.19
H 0.03 -0.12 0.10
H 0.48 0.26 -0.06
H -0.12 -0.01 0.01